# 1
{
  "formula": "C4H12N2O2",
  "method": "ωB97M-V/def2-TZVPD",
  "homo_energy_ev": -8.8,
  "homo_lumo_gap_ev": 9.4,
  "energy_ha": -419.4828,
  "smiles": "CC(=O)N(N)O.CC",
  "spin_multiplicity": 1,
  "charge": 0,
  "elements": ["C", "C", "O", "N", "N", "O", "H", "H", "H", "H", "H", "H", "C", "C", "H", "H", "H", "H", "H", "H"],
  "positions_angstrom": [[0.10343, 1.10794, 1.99244], [-0.84166, 0.23569, 1.18553], [-2.05965, 0.40122, 1.33331], [-0.27858, -1.02171, 0.78138], [-1.13379, -2.00165, 0.31543], [0.90753, -1.50579, 1.36799], [-0.02079, 2.14638, 1.67575], [-0.13305, 1.01758, 3.05568], [1.15555, 0.84952, 1.86337], [-0.61251, -2.87255, 0.26604], [-1.87231, -2.10851, 1.01431], [1.56524, -1.19349, 0.72239], [1.08086, 0.96157, -1.89447], [-0.24962, 0.26352, -2.02905], [1.62324, 0.95267, -2.84628], [1.68641, 0.47366, -1.12641], [0.92658, 2.00739, -1.61150], [-0.12027, -0.80789, -2.19367], [-0.83305, 0.67873, -2.85279], [-0.89355, 0.41574, -1.01944]],
  "atomic_forces_ev_per_a": [[0.6762, 0.3904, -0.9471], [-0.6051, -2.2830, 3.5151], [1.7113, -0.3553, -1.7822], [-0.4559, 2.1872, -0.2904], [-0.6876, -0.4015, 0.3796], [-0.1008, 0.7393, -0.4264], [-0.1171, -0.0780, 0.1779], [-0.2033, -0.0521, -0.2579], [-0.1435, 0.0279, -0.0231], [-0.0104, 0.2318, -0.0942], [-0.0329, -0.2003, -0.1203], [0.0605, -0.4045, 0.3786], [0.0347, 0.2755, -0.0957], [-1.7158, 0.3547, 2.0607], [0.0855, -0.0472, 0.2274], [0.1477, 0.1422, -0.0585], [0.1885, -0.0932, 0.0153], [-0.1956, 0.0601, 0.0988], [-0.0085, -0.0546, 0.0576], [1.3721, -0.4397, -2.8151]]
}

# 2
{
  "formula": "C9H14S",
  "method": "ωB97M-V/def2-TZVPD",
  "homo_energy_ev": -9.0,
  "homo_lumo_gap_ev": 9.9,
  "energy_ha": -749.5026,
  "smiles": "Cc1ccccc1.CCS",
  "spin_multiplicity": 1,
  "charge": 0,
  "elements": ["C", "C", "C", "C", "C", "C", "C", "H", "H", "H", "H", "H", "H", "H", "H", "C", "C", "S", "H", "H", "H", "H", "H", "H"],
  "positions_angstrom": [[-2.39141, 0.02894, 3.27542], [-1.15967, -0.19757, 2.44466], [-0.53687, 0.89657, 1.86856], [0.58425, 0.69882, 1.03200], [0.90623, -0.59755, 0.69008], [0.39003, -1.68671, 1.38775], [-0.65779, -1.49576, 2.26607], [-2.21133, 0.69140, 4.12084], [-2.79194, -0.91624, 3.63369], [-3.14070, 0.49577, 2.63138], [-0.84986, 1.90114, 2.12018], [1.04490, 1.52038, 0.50318], [1.74677, -0.69383, 0.01002], [0.74944, -2.68854, 1.20170], [-1.12178, -2.34309, 2.74558], [0.42064, 0.67952, -4.17294], [0.94218, 0.35668, -2.78051], [2.65480, 0.99232, -2.66721], [-0.47345, 0.09639, -4.39623], [1.07858, 0.42022, -5.00119], [0.23881, 1.75432, -4.19681], [0.29665, 0.82798, -2.04337], [0.97132, -0.70594, -2.55613], [3.31018, -0.03522, -2.11673]],
  "atomic_forces_ev_per_a": [[-0.1260, -0.0272, -0.2738], [-0.1988, -0.2578, 0.6143], [1.3825, -0.2011, -0.3297], [-1.9304, -0.0332, -0.0482], [1.5031, 0.0166, 0.4471], [-0.2368, 0.0274, -0.4406], [-0.0322, 0.7797, -0.4572], [0.0249, -0.0027, 0.0415], [-0.0715, 0.0099, 0.1173], [-0.1363, -0.0013, 0.2082], [-0.1925, 0.0232, -0.0776], [0.1595, 0.1314, 0.1650], [-0.1362, -0.4038, -0.0834], [0.1085, -0.0298, -0.0872], [-0.0892, -0.0232, 0.1844], [-0.2149, -0.2597, -0.1288], [0.4754, -0.3569, -0.3146], [0.0865, 0.4403, 0.1645], [-0.3955, 0.3763, 0.2663], [0.4600, 0.0733, 0.3048], [-0.2763, -0.0804, -0.3605], [0.1650, 0.0423, 0.1612], [-0.0632, -0.0742, -0.1347], [-0.2655, -0.1691, 0.0616]]
}

ΔE to the lowest compared entry with this formula, charge and spin: 104.0, 6.5 (kcal/mol)